Run one
{"formula": "C4H7ClO2", "method": "wB97M-V/def2-TZVPD", "species": ["C", "C", "C", "O", "C", "O", "Cl", "H", "H", "H", "H", "H", "H", "H"], "coordinates": [[-0.17197, -0.31255, -1.31594], [-0.52278, -0.77649, 0.12753], [-0.00285, 0.55529, 1.17153], [1.40697, 0.67090, 1.04631], [-0.31221, -2.43130, -0.00801], [-1.20266, -3.07937, -0.45270], [1.21814, -3.06732, 0.39771], [0.85706, -0.43063, -1.35531], [-0.21817, 0.77192, -1.43864], [-0.91337, -0.84801, -1.98959], [-1.67754, -0.57710, 0.37408], [-0.20826, 0.35838, 2.30183], [-0.45922, 1.41869, 0.79031], [1.99398, 0.20837, 1.63003]], "mulliken_charge": [-1.3323, 0.2074, -0.5088, -0.5211, 0.4420, -0.4088, -0.1499, 0.4112, 0.3719, 0.3394, 0.1967, 0.3008, 0.3434, 0.3080], "charge": 0, "e_homo_ev": -9.917, "homo_lumo_gap_ev": 10.52, "lumo_energy_ev": 0.60}

=====

Run two
{"formula": "C4H7ClO2", "method": "wB97M-V/def2-TZVPD", "species": ["C", "C", "C", "C", "H", "H", "H", "H", "H", "H", "H", "O", "O", "Cl"], "coordinates": [[0.20461, -0.69699, -0.81146], [-0.04173, 0.79919, -0.69054], [0.05166, 0.78675, 0.80031], [0.84967, -0.51803, 0.51118], [-1.26513, -1.47944, -1.82709], [0.90311, -1.01619, -1.55717], [0.75554, 1.45771, -1.03114], [-1.07635, 1.07600, -0.95210], [0.62759, 1.53412, 1.37714], [-1.61677, 1.28100, 1.71451], [1.92265, -0.25182, 0.29302], [-0.94593, -1.53009, -0.92197], [-1.15262, 0.38456, 1.37719], [0.78370, -1.82678, 1.71813]], "mulliken_charge": [-0.1762, -0.6669, 0.0013, -0.2493, 0.3342, 0.3839, 0.2568, 0.3616, 0.4153, 0.3377, 0.2757, -0.5311, -0.5370, -0.2060], "charge": 0, "e_homo_ev": -9.848, "homo_lumo_gap_ev": 10.49, "lumo_energy_ev": 0.64}

=====

Quick ranking, most stable first: run two, run one.

=====

Run one
{"formula": "C7H8N2O2", "method": "wB97M-V/def2-TZVPD", "species": ["C", "C", "C", "C", "C", "C", "O", "O", "C", "N", "N", "H", "H", "H", "H", "H", "H", "H", "H"], "coordinates": [[0.72471, 2.05771, 2.16464], [0.50094, 1.17210, 1.10503], [1.15167, 1.36647, -0.38634], [0.86407, 0.47534, -1.37087], [0.24990, -0.80834, -0.93141], [-0.26149, -1.77405, -2.10808], [-0.37414, -1.45566, -3.31253], [-0.83431, -2.98269, -1.82500], [-0.38517, -0.78466, 0.21112], [-1.71572, -1.54989, 0.35248], [-0.32806, 0.19564, 1.18793], [-0.17222, 2.14814, 2.81448], [1.19822, 3.05799, 1.68215], [1.73455, 1.74251, 2.90942], [1.99321, 1.96245, -0.61311], [1.43158, 0.48817, -2.24001], [-1.29348, -2.89653, -0.92959], [-2.58722, -1.14849, -0.14790], [-1.89703, -1.26621, 1.43758]], "mulliken_charge": [-1.0875, 0.6116, -0.3844, -0.7146, 0.0813, 0.4616, -0.5586, -0.5095, 0.6759, -0.7351, -0.5488, 0.3373, 0.2922, 0.2343, 0.3099, 0.4214, 0.4615, 0.2537, 0.3975], "charge": 0, "e_homo_ev": -9.321, "homo_lumo_gap_ev": 9.17, "lumo_energy_ev": -0.15}

=====

Run two
{"formula": "C7H8N2O2", "method": "wB97M-V/def2-TZVPD", "species": ["C", "C", "C", "C", "C", "C", "C", "N", "N", "O", "O", "H", "H", "H", "H", "H", "H", "H", "H"], "coordinates": [[-2.50609, 1.26301, -0.15739], [-1.53100, 2.17455, -0.24255], [-2.28191, -0.10704, -0.05271], [-0.21909, 1.77497, -0.27290], [-1.00865, -0.57424, 0.15910], [0.03915, 0.39182, -0.04860], [1.27542, -0.20425, -0.08455], [1.20359, -3.21155, 0.66910], [2.59983, 0.36765, -0.17889], [3.59374, -0.30618, -0.27765], [2.59879, 1.57497, -0.35679], [-3.56557, 1.72629, -0.26350], [-1.69712, 3.19894, -0.08560], [-3.07628, -0.81741, -0.12459], [0.50750, 2.52288, -0.66042], [-0.70141, -1.52119, 0.51446], [1.13338, -1.35994, -0.01207], [1.87268, -3.30690, 1.60911], [1.76305, -3.58639, -0.13355]], "mulliken_charge": [-0.2092, -0.5029, -0.6248, -0.3738, -0.6460, 0.9633, -0.3765, -0.5849, 0.9590, -0.6136, -0.6109, 0.2368, 0.4171, 0.3979, 0.3151, 0.5746, 0.1624, 0.2606, 0.2558], "charge": 0, "e_homo_ev": [-9.843, -8.074], "homo_lumo_gap_ev": [8.15, 6.77], "lumo_energy_ev": [-1.69, -1.31]}

=====

Quick ranking, most stable first: run one, run two.

=====

Run one
{"formula": "C6H13NO", "method": "wB97M-V/def2-TZVPD", "species": ["C", "C", "C", "C", "N", "C", "C", "O", "H", "H", "H", "H", "H", "H", "H", "H", "H", "H", "H", "H", "H"], "coordinates": [[0.98921, -1.10837, -1.58642], [0.58025, -0.22242, -0.41185], [1.78943, 0.06230, 0.48116], [-0.52895, -1.12174, 0.50672], [-1.38690, -0.29940, 1.29786], [-1.94299, 0.77392, 0.52789], [-0.71516, 1.63567, -0.12616], [0.13059, 0.98040, -1.03332], [1.78382, -0.63195, -2.15348], [0.14215, -1.26448, -2.26367], [1.35120, -2.07363, -1.23721], [1.49677, 0.56781, 1.39842], [2.49965, 0.69371, -0.05216], [2.28238, -0.86729, 0.75763], [-0.02079, -1.84916, 1.13163], [-1.13993, -1.64987, -0.22574], [-0.89402, 0.05840, 2.11157], [-2.53857, 0.36283, -0.29227], [-2.54550, 1.43259, 1.16465], [-1.18816, 2.43136, -0.69720], [-0.14443, 2.08933, 0.70194]], "mulliken_charge": [-1.7498, 1.5924, -1.6199, -1.0875, -0.3566, -0.6353, -0.5354, -0.4190, 0.4010, 0.4032, 0.3753, 0.3630, 0.3774, 0.3900, 0.3996, 0.4102, 0.3193, 0.3079, 0.3619, 0.4130, 0.2892], "charge": 0, "e_homo_ev": -8.190, "homo_lumo_gap_ev": 9.14, "lumo_energy_ev": 0.95}

=====

Run two
{"formula": "C6H13NO", "method": "wB97M-V/def2-TZVPD", "species": ["C", "C", "C", "C", "C", "N", "C", "H", "H", "H", "H", "H", "H", "H", "H", "H", "H", "H", "O", "H", "H"], "coordinates": [[-0.92213, -1.52807, 2.80633], [-1.15056, -1.01581, 1.61312], [-0.29256, -1.21076, 0.40375], [0.81841, -0.52233, 0.16822], [1.60376, -0.71206, -1.11388], [1.76245, 0.48072, -1.95339], [0.54123, 1.28659, -2.16660], [-0.15176, -2.25168, 3.01701], [-1.50334, -1.17203, 3.65164], [-1.96315, -0.35673, 1.30778], [-0.67102, -2.00576, -0.23808], [1.10287, 0.25261, 0.87227], [2.61052, -1.05581, -0.88015], [1.08339, -1.41982, -1.75537], [2.49262, 1.08878, -1.60837], [0.35997, 1.96164, -1.32459], [-0.28880, 0.60739, -2.31417], [0.77132, 1.93390, -3.01277], [-1.96141, 2.08732, 0.45593], [-1.51357, 2.21723, 1.29942], [-2.39848, 2.94206, 0.32198]], "mulliken_charge": [-0.6798, -0.3537, -0.3384, 0.1042, -0.8841, -0.3828, -0.7920, 0.2878, 0.2597, 0.3545, 0.2772, 0.3601, 0.3560, 0.3265, 0.2520, 0.2687, 0.3059, 0.2955, -0.6188, 0.3193, 0.2822], "charge": 0, "e_homo_ev": -8.410, "homo_lumo_gap_ev": 9.08, "lumo_energy_ev": 0.67}

=====

Run three
{"formula": "C6H13NO", "method": "wB97M-V/def2-TZVPD", "species": ["C", "C", "C", "C", "C", "N", "C", "H", "H", "H", "H", "H", "H", "H", "H", "H", "H", "H", "O", "H", "H"], "coordinates": [[-0.62133, 2.39838, 0.03246], [-0.98044, 1.51950, 0.95462], [-0.74871, 0.07403, 0.68437], [0.32859, -0.63285, 1.00427], [1.48075, -0.00923, 1.74409], [0.55989, -1.95217, 0.51991], [1.52177, -1.97987, -0.61195], [-0.97455, 3.42188, 0.07804], [-0.02954, 2.01361, -0.78892], [-1.41802, 1.82396, 1.89663], [-1.56923, -0.39997, 0.15460], [2.10968, 0.58475, 1.07679], [1.09440, 0.65451, 2.51128], [2.10572, -0.76907, 2.21428], [-0.31958, -2.33404, 0.20031], [1.00495, -2.37592, -1.48046], [2.34205, -2.65788, -0.33882], [2.06317, -1.04698, -0.76155], [-1.70590, 0.61401, -3.19254], [-0.95086, 0.13131, -3.54236], [-1.43202, 1.10855, -2.41704]], "mulliken_charge": [-0.8318, -0.3525, -0.7972, 0.9324, -1.3045, -0.3865, -0.7653, 0.2711, 0.3202, 0.4075, 0.2995, 0.2905, 0.4170, 0.3788, 0.3152, 0.3034, 0.2722, 0.2517, -0.6569, 0.3164, 0.3187], "charge": 0, "e_homo_ev": -8.482, "homo_lumo_gap_ev": 9.26, "lumo_energy_ev": 0.78}

=====

Run four
{"formula": "C6H13NO", "method": "wB97M-V/def2-TZVPD", "species": ["C", "C", "C", "C", "N", "C", "C", "O", "H", "H", "H", "H", "H", "H", "H", "H", "H", "H", "H", "H", "H"], "coordinates": [[0.68159, -0.10858, 0.97378], [-1.52087, -0.06944, 0.77667], [-1.91218, -1.27438, -0.02646], [-2.16382, 1.22510, 0.37009], [0.64431, 0.30494, -0.27376], [2.67158, 0.58926, -0.57362], [3.09223, 0.13461, -1.74026], [1.00256, -1.39179, 1.20659], [1.09883, -1.81254, 0.33545], [0.36526, 1.26116, -0.45423], [0.90357, 0.51870, 1.83468], [-1.58215, -0.24283, 1.85168], [3.32533, 1.04402, 0.17240], [-2.98674, -1.48812, 0.07931], [-1.72340, -1.12033, -1.09302], [-1.39022, -2.17378, 0.30889], [-3.25461, 1.18630, 0.51243], [-1.79540, 2.07048, 0.95730], [-1.99115, 1.44078, -0.68834], [4.12442, 0.24311, -2.08214], [2.41088, -0.33664, -2.44744]], "mulliken_charge": [-0.0422, 0.2480, -1.2469, -1.4114, -0.4929, -0.3335, -0.5000, -0.4754, 0.3615, 0.2702, 0.4179, 0.3494, 0.2837, 0.3859, 0.2867, 0.3285, 0.3916, 0.3218, 0.3636, 0.2622, 0.2314], "charge": 0, "e_homo_ev": [-6.852, -6.876], "homo_lumo_gap_ev": [7.78, 7.81], "lumo_energy_ev": [0.92, 0.93]}

=====

Quick ranking, most stable first: run one, run three, run two, run four.

=====

Run one
{"formula": "C4H10O", "method": "wB97M-V/def2-TZVPD", "species": ["C", "C", "C", "C", "O", "H", "H", "H", "H", "H", "H", "H", "H", "H", "H"], "coordinates": [[0.48259, -0.68153, -1.60139], [0.98284, -0.56442, -0.19833], [0.04375, 0.17135, 0.78357], [-1.36298, -0.37535, 0.76873], [-0.12768, 1.49082, 0.36632], [1.23630, -1.14168, -2.27993], [0.24768, 0.32594, -2.03957], [-0.41163, -1.31234, -1.62325], [1.97130, -0.03970, -0.17405], [1.23801, -1.58629, 0.25696], [0.48139, 0.10433, 1.77776], [-2.04258, 0.25555, 1.40386], [-1.85647, -0.41331, -0.23313], [-1.41213, -1.38341, 1.16402], [0.69237, 1.96408, 0.30130]], "mulliken_charge": [-1.0804, -0.4489, 0.4275, -1.4001, -0.5664, 0.3497, 0.2401, 0.2766, 0.3182, 0.2788, 0.2722, 0.3271, 0.3086, 0.3691, 0.3279], "charge": 0, "e_homo_ev": -10.177, "homo_lumo_gap_ev": 11.15, "lumo_energy_ev": 0.97}

=====

Run two
{"formula": "C4H10O", "method": "wB97M-V/def2-TZVPD", "species": ["C", "C", "C", "C", "H", "H", "H", "H", "H", "H", "H", "H", "O", "H", "H"], "coordinates": [[-0.41508, 0.87564, -2.52508], [0.52321, 0.28455, -1.76233], [0.31111, -0.25486, -0.35290], [1.40116, 0.10447, 0.61790], [-0.50985, 0.52982, -3.54796], [-1.25162, 1.28928, -1.94109], [1.53229, 0.26421, -2.18410], [0.07750, -1.32544, -0.36606], [-0.64790, 0.22789, -0.08979], [2.33483, 0.18193, 0.05050], [1.51699, -0.76712, 1.25420], [1.23754, 1.09849, 1.04267], [-1.62398, -0.87150, 2.97427], [-1.28475, -0.33483, 3.71706], [-1.13394, -0.29519, 2.36012]], "mulliken_charge": [-0.7757, -0.2197, -0.1559, -1.1229, 0.2749, 0.2683, 0.2916, 0.2930, 0.1627, 0.3867, 0.3101, 0.2967, -0.6092, 0.3391, 0.2601], "charge": 0, "e_homo_ev": -9.033, "homo_lumo_gap_ev": 9.85, "lumo_energy_ev": 0.81}

=====

Run three
{"formula": "C4H10O", "method": "wB97M-V/def2-TZVPD", "species": ["C", "O", "H", "H", "C", "C", "C", "H", "H", "H", "H", "H", "H", "H", "H"], "coordinates": [[2.96265, -1.05261, 0.20066], [2.60487, 0.14462, 0.25843], [3.98605, -1.45827, 0.21788], [2.15104, -1.77147, 0.20466], [-2.19262, 1.48254, 0.41456], [-1.15731, 0.39782, -0.09631], [-1.71459, -0.91828, -0.72912], [-1.61097, 2.28073, 1.02170], [-3.03708, 0.91634, 0.87809], [-2.61717, 2.08151, -0.39213], [-0.91652, -0.10548, 0.84334], [-0.48658, 0.97730, -0.82478], [-2.75489, -0.85868, -1.18363], [-1.11538, -0.95627, -1.58428], [-1.82626, -1.71954, 0.01299]], "mulliken_charge": [-0.0531, -0.4091, 0.2554, 0.2019, -1.1424, -0.0422, -1.1688, 0.2757, 0.3233, 0.3291, 0.1496, 0.2965, 0.2883, 0.3338, 0.3620], "charge": 0, "e_homo_ev": -10.289, "homo_lumo_gap_ev": 10.87, "lumo_energy_ev": 0.58}

=====

Quick ranking, most stable first: run one, run two, run three.